Molecular formula: C17H21BFeN6O3S
Method: DFT, the ωB97M-V functional and the def2-TZVPD basis

Geometry (Å):
C 1.85 0.09 -2.12
N 0.74 0.86 -2.24
N 0.86 1.60 -3.43
C 2.01 1.25 -4.03
C 2.66 0.30 -3.23
B -0.25 2.67 -3.67
N -1.58 1.85 -3.53
N -1.73 1.07 -2.37
C -2.98 0.54 -2.39
C -3.63 0.99 -3.54
C -2.73 1.80 -4.23
Fe -0.54 1.09 -1.02
N -0.22 3.53 -2.36
N -0.33 2.83 -1.14
C -0.28 3.77 -0.15
C -0.17 5.03 -0.72
C -0.14 4.85 -2.10
H -0.35 3.47 0.89
H -0.05 5.56 -2.90
H -0.12 5.96 -0.18
H -0.15 3.30 -4.66
H -2.85 2.36 -5.14
H 2.31 1.72 -4.95
H -4.65 0.76 -3.81
H 3.60 -0.17 -3.39
H -3.33 -0.09 -1.59
H 1.97 -0.52 -1.23
H -2.07 0.95 0.76
C -2.64 0.17 1.33
H -3.71 0.30 1.12
H -2.32 -0.85 1.05
H -2.46 0.34 2.40
C 1.72 -5.92 4.80
C 1.51 -4.61 4.10
C 0.70 -3.63 4.68
C 0.47 -2.42 4.06
C 0.92 -2.24 2.72
C 1.87 -3.15 2.20
C 2.09 -4.35 2.85
S 1.32 0.47 2.39
O 0.47 -1.25 1.96
O 0.15 1.06 3.04
O 1.52 0.91 0.99
H 2.14 -5.79 5.80
H 0.76 -6.43 4.92
H 2.38 -6.56 4.22
H 0.24 -3.84 5.65
H -0.06 -1.60 4.54
H 2.38 -2.89 1.27
H 2.72 -5.11 2.39

Net charge ... +2
Orbital gap (spin up / spin down) ... 5.3 / 4.3 eV
HOMO energy (spin up / spin down) ... -13.96 / -13.85 eV
E_LUMO (spin up / spin down) ... -8.7 / -9.6 eV
2S+1 ... 5

=====

Molecular formula: C10H12ClCuF6N3O5S2
Method: DFT, the ωB97M-V functional and the def2-TZVPD basis

Geometry (Å):
Cu 1.08 0.02 -0.91
C -1.85 -2.40 -1.42
F -2.72 -1.46 -1.75
F -2.56 -3.54 -1.30
F -0.94 -2.53 -2.36
S -1.14 -1.99 0.28
O -1.66 -0.68 0.52
O -1.49 -3.00 1.22
N 0.49 -1.85 0.00
S 1.09 -3.34 0.15
O 1.20 -3.77 1.52
O 0.56 -4.27 -0.80
C 2.86 -3.09 -0.33
F 3.36 -2.09 0.40
F 3.51 -4.21 -0.07
F 3.00 -2.79 -1.61
Cl 2.66 0.45 -2.78
C 1.10 2.48 2.64
C 1.23 1.17 1.90
O 1.91 1.15 0.87
N 0.68 0.06 2.41
C -0.25 0.01 3.53
H 2.12 2.73 2.94
H 0.49 2.50 3.54
H 0.76 3.25 1.95
H 0.74 -0.75 1.79
H -0.67 -0.99 3.54
H -1.03 0.76 3.45
H 0.28 0.15 4.47
N -0.78 1.22 -1.54
C -1.42 2.09 -0.78
C -1.92 3.29 -1.27
C -1.74 3.57 -2.62
C -1.09 2.65 -3.41
C -0.65 1.46 -2.83
H -1.54 1.86 0.27
H -2.44 3.98 -0.63
H -2.06 4.50 -3.07
H -1.01 2.72 -4.49
H -0.17 0.68 -3.41

Net charge ... -1
Orbital gap ... 7.6 eV
HOMO energy ... -4.98 eV
E_LUMO ... 2.6 eV
2S+1 ... 1

=====

Molecular formula: C4H3F3
Method: DFT, the ωB97M-V functional and the def2-TZVPD basis

Geometry (Å):
C 0.13 0.05 0.06
C 0.71 -1.09 -0.41
C -0.29 -0.51 -1.26
C -0.14 1.00 1.21
F 1.58 -2.00 -0.35
F -1.52 -1.12 -1.39
F -0.01 0.14 -2.41
H 0.46 1.97 1.01
H 0.28 0.44 2.09
H -1.22 1.11 1.45

Orbital gap ... 11.1 eV
HOMO energy ... -10.50 eV
E_LUMO ... 0.6 eV
2S+1 ... 1

=====

Molecular formula: C21H31N2
Method: DFT, the ωB97M-V functional and the def2-TZVPD basis

Geometry (Å):
C -0.56 4.46 1.52
C -1.15 4.77 0.21
C -1.95 6.01 0.17
C -1.01 3.93 -0.93
C -2.13 2.95 -1.15
C -1.97 2.20 -2.47
C -0.86 1.13 -2.56
C 0.28 1.60 -3.47
C -0.28 0.71 -1.23
C -1.16 -0.27 -0.43
C -0.33 -1.21 0.40
C 0.55 -0.68 1.28
N 1.35 -1.48 2.04
C 1.35 -2.80 2.00
C 2.34 -3.49 2.86
C 3.66 -3.66 2.13
N 4.17 -2.34 1.73
C 0.45 -3.43 1.11
C 0.41 -4.84 1.01
C -0.46 -5.42 0.15
C -1.32 -4.65 -0.63
C -1.30 -3.29 -0.56
C -0.40 -2.63 0.31
H -1.27 3.81 2.03
H -0.39 5.33 2.15
H 0.36 3.89 1.39
H -2.61 5.98 -0.69
H -2.52 6.18 1.09
H -1.23 6.82 0.04
H -0.19 4.03 -1.62
H -3.08 3.49 -1.21
H -2.25 2.26 -0.31
H -2.93 1.78 -2.77
H -1.76 2.96 -3.22
H -1.29 0.25 -3.03
H 0.88 2.34 -2.96
H 0.93 0.78 -3.74
H -0.12 2.05 -4.37
H -0.02 1.58 -0.63
H 0.66 0.19 -1.43
H -1.76 -0.83 -1.13
H -1.79 0.27 0.26
H 0.67 0.38 1.39
H 2.02 -1.03 2.66
H 1.95 -4.45 3.19
H 2.53 -2.87 3.72
H 4.37 -4.12 2.80
H 3.56 -4.33 1.28
H 3.81 -2.11 0.81
H 5.17 -2.40 1.61
H 1.06 -5.45 1.60
H -0.49 -6.50 0.08
H -2.01 -5.14 -1.29
H -1.97 -2.72 -1.17

Net charge ... +1
Orbital gap ... 4.7 eV
HOMO energy ... -8.53 eV
E_LUMO ... -3.9 eV
2S+1 ... 1

=====

Molecular formula: C19H33N3OS
Method: DFT, the ωB97M-V functional and the def2-TZVPD basis

Geometry (Å):
C -6.16 -1.79 0.05
H -6.07 -2.01 1.03
H -7.08 -1.63 -0.42
H -5.68 -2.66 -0.57
C -5.43 -0.68 -0.48
C -5.53 -0.30 -1.78
H -6.59 -0.32 -2.03
H -4.95 -0.96 -2.49
H -5.07 0.78 -2.14
C -3.98 -0.65 0.20
H -4.11 -0.70 1.28
H -3.60 -1.29 -0.44
C -3.22 0.53 0.02
N -2.03 0.73 1.00
C -1.64 1.89 1.42
C -0.90 2.77 0.71
N 0.33 1.87 0.17
C -0.21 0.84 -0.56
H -0.74 1.31 -1.53
C -0.96 0.00 0.44
C -0.02 -0.61 1.29
H 0.54 0.29 1.91
H -0.58 -0.88 2.27
C 0.86 -1.67 1.01
O 1.88 -1.98 1.54
H 1.51 -2.35 2.59
H 0.32 -2.76 0.51
H 1.54 -1.21 -0.05
H -1.42 -0.92 -0.14
H 0.71 0.33 -1.01
C 1.38 2.86 -0.58
C 2.54 1.84 -0.57
N 3.11 1.23 -1.39
C 4.00 0.18 -1.01
C 4.20 0.23 0.36
S 3.26 1.67 1.17
C 5.17 -0.63 0.90
C 6.10 -1.27 0.33
C 5.31 -1.74 -1.14
C 4.62 -0.47 -1.83
H 5.62 -0.12 -2.27
H 3.91 -0.87 -2.46
H 4.42 -2.48 -0.79
H 5.93 -2.50 -1.78
H 6.74 -0.50 -0.33
H 6.78 -2.18 0.53
H 4.62 -1.51 1.61
H 5.84 -0.26 1.89
H 1.58 3.77 -0.09
H 1.04 3.05 -1.54
H -1.45 3.19 -0.29
H -0.44 3.72 1.08
H -0.80 1.73 2.30
H -2.44 2.35 2.01
H -2.90 0.89 -0.80
H -3.84 1.60 0.74
H -5.98 0.26 0.12

Orbital gap ... 8.6 eV
HOMO energy ... -7.92 eV
E_LUMO ... 0.6 eV
2S+1 ... 1

=====

Molecular formula: C2H3CaFO2P
Method: DFT, the ωB97M-V functional and the def2-TZVPD basis

Geometry (Å):
P -1.47 -3.18 -1.72
F -1.43 -1.70 -2.78
O 1.24 -0.55 0.20
C 1.01 0.57 0.95
H 1.79 1.35 0.86
H 0.96 0.37 2.05
C -0.28 1.25 0.61
O -1.04 0.77 -0.23
Ca -0.19 -1.02 -1.13
H -0.58 2.14 1.19

Orbital gap (spin up / spin down) ... 7.6 / 6.7 eV
HOMO energy (spin up / spin down) ... -7.62 / -7.27 eV
E_LUMO (spin up / spin down) ... 0.0 / -0.6 eV
2S+1 ... 2

=====

Molecular formula: C4H9NO2
Method: DFT, the ωB97M-V functional and the def2-TZVPD basis

Geometry (Å):
O 2.05 -0.17 -1.90
C 1.70 0.59 -1.05
C 0.65 0.34 0.15
C -0.04 1.68 0.45
N -0.23 -0.70 -0.41
C -1.17 -1.32 0.51
O -1.96 -2.31 -0.08
H 2.37 1.50 -0.87
H 1.28 -0.12 1.02
H 0.05 1.93 1.50
H -1.00 1.82 -0.02
H 0.56 2.45 -0.05
H -0.67 -0.39 -1.28
H -1.80 -0.65 1.10
H -0.53 -1.75 1.30
H -1.27 -2.93 -0.34

Orbital gap ... 9.9 eV
HOMO energy ... -9.14 eV
E_LUMO ... 0.7 eV
2S+1 ... 1

=====

Molecular formula: C39H69F3N10O4Si2
Method: DFT, the ωB97M-V functional and the def2-TZVPD basis

Geometry (Å):
C 6.73 -2.47 2.63
C 7.47 -1.55 1.65
C 6.51 -0.90 0.63
C 6.32 0.62 0.81
C 5.79 1.32 -0.46
C 4.62 2.28 -0.17
C 3.24 1.59 -0.25
C 2.56 1.84 -1.60
C 1.04 1.53 -1.71
C 0.33 0.94 -0.48
C 0.05 -0.59 -0.56
Si -1.74 -1.10 -0.36
C -2.16 -1.44 1.45
C -2.69 -0.17 2.10
O -1.65 0.83 2.05
C -1.72 1.80 2.97
O -2.63 2.57 3.08
O -2.78 0.10 -0.75
C -2.72 0.77 -2.02
C -2.73 2.30 -1.82
O -2.00 -2.44 -1.31
Si -1.74 -3.99 -0.78
C 0.00 -4.23 -0.11
C 0.85 -5.38 -0.68
C 1.62 -5.01 -1.92
F 2.66 -5.83 -2.12
F 0.84 -5.14 -3.03
F 2.09 -3.76 -1.93
H 6.08 -1.89 3.29
H 7.43 -3.04 3.25
H 6.12 -3.19 2.08
H 8.21 -2.14 1.10
H 8.00 -0.76 2.20
H 6.89 -1.07 -0.38
H 5.53 -1.38 0.72
H 7.29 1.06 1.06
H 5.62 0.81 1.63
H 5.46 0.57 -1.19
H 6.59 1.90 -0.92
H 4.66 3.10 -0.90
H 4.76 2.73 0.82
H 3.41 0.52 -0.08
H 2.62 1.96 0.56
H 3.10 1.27 -2.36
H 2.73 2.89 -1.86
H 0.89 0.84 -2.54
H 0.52 2.45 -2.01
H -0.63 1.45 -0.37
H 0.86 1.14 0.45
H 0.61 -1.08 0.25
H 0.43 -1.01 -1.50
H -1.28 -1.80 2.00
H -2.96 -2.19 1.54
H -3.58 0.18 1.57
H -2.97 -0.35 3.15
H -0.82 1.84 3.61
H -1.83 0.49 -2.59
H -3.60 0.50 -2.61
H -1.88 2.77 -2.31
H -3.64 2.75 -2.22
H -2.66 2.53 -0.75
H -2.69 -4.27 0.32
H -2.02 -4.99 -1.84
H 0.59 -3.31 -0.18
H -0.10 -4.44 0.96
H 1.56 -5.71 0.08
H 0.25 -6.26 -0.95
C 7.50 -5.87 5.43
C 6.22 -5.26 5.05
N 5.23 -4.78 4.75
H 7.41 -6.95 5.39
H 8.28 -5.55 4.74
H 7.76 -5.56 6.44
C -2.05 -4.53 4.27
C -1.79 -5.49 3.20
N -1.59 -6.24 2.36
H -1.29 -3.74 4.25
H -3.03 -4.08 4.14
H -2.01 -5.03 5.24
C -1.01 5.06 1.99
C -0.12 6.15 1.59
N 0.58 7.00 1.28
H -0.98 4.93 3.07
H -2.03 5.28 1.69
H -0.69 4.14 1.51
C -7.22 2.21 -1.92
C -6.45 3.43 -1.70
N -5.80 4.36 -1.54
H -7.19 1.63 -1.00
H -8.25 2.45 -2.17
H -6.78 1.63 -2.73
C -1.05 -6.75 -5.12
C -2.49 -6.65 -4.90
N -3.62 -6.60 -4.73
H -0.73 -7.77 -4.94
H -0.81 -6.48 -6.15
H -0.52 -6.08 -4.45
C -5.61 2.71 2.31
C -6.70 1.90 1.76
N -7.54 1.27 1.30
H -5.58 3.67 1.79
H -5.78 2.88 3.37
H -4.66 2.20 2.17
C -6.33 -1.63 -5.05
C -5.28 -0.63 -4.88
N -4.47 0.17 -4.74
H -6.49 -2.17 -4.11
H -7.26 -1.14 -5.34
H -6.04 -2.34 -5.82
C -10.28 2.82 3.03
C -9.70 4.01 3.64
N -9.24 4.94 4.13
H -10.44 2.05 3.79
H -11.24 3.06 2.57
H -9.61 2.42 2.27
C 6.81 5.81 -1.32
C 7.58 4.57 -1.18
N 8.14 3.58 -1.08
H 7.09 6.51 -0.54
H 7.02 6.25 -2.29
H 5.75 5.58 -1.25
C 2.08 6.77 -3.00
C 2.99 5.63 -3.01
N 3.69 4.72 -3.02
H 2.36 7.47 -2.21
H 2.13 7.28 -3.96
H 1.06 6.43 -2.83

Orbital gap ... 10.1 eV
HOMO energy ... -9.92 eV
E_LUMO ... 0.2 eV
2S+1 ... 1

=====

Molecular formula: C27H24N4O4S
Method: DFT, the ωB97M-V functional and the def2-TZVPD basis

Geometry (Å):
C -0.22 -6.64 4.88
H -1.19 -6.74 5.35
H -0.05 -7.45 4.17
H 0.58 -6.67 5.63
O -0.22 -5.39 4.21
C 0.90 -5.09 3.53
O 1.86 -5.82 3.49
C 0.82 -3.78 2.85
C 1.88 -3.38 2.04
C 1.84 -2.16 1.39
C 0.74 -1.33 1.52
C -0.30 -1.71 2.35
C -0.27 -2.93 3.01
H -1.08 -3.22 3.66
H -1.16 -1.06 2.50
C 0.72 0.01 0.82
N -0.57 0.67 0.87
C -1.67 0.22 0.20
O -2.77 0.71 0.35
C -1.44 -0.91 -0.76
N -1.10 -0.58 -2.00
C -0.93 -1.56 -2.87
C -1.09 -2.89 -2.51
N -1.50 -3.22 -1.29
C -1.69 -2.25 -0.42
H -2.04 -2.54 0.56
H -0.91 -3.70 -3.19
H -0.65 -1.26 -3.87
C -0.73 1.83 1.74
C -0.20 3.06 1.08
C 1.04 3.62 1.21
C 1.23 4.74 0.37
C 0.14 4.99 -0.40
S -1.14 3.89 -0.11
H 0.01 5.76 -1.13
H 2.13 5.32 0.34
H 1.78 3.27 1.91
H -1.80 1.94 1.92
H -0.21 1.64 2.69
H 1.43 0.67 1.35
C 1.25 -0.04 -0.64
O 1.61 -1.05 -1.20
N 1.31 1.19 -1.18
H 0.98 1.98 -0.65
C 1.68 1.45 -2.56
C 0.85 2.57 -3.10
C 1.43 3.75 -3.54
C 0.65 4.79 -4.01
C -0.73 4.66 -4.03
C -1.32 3.49 -3.59
C -0.54 2.44 -3.13
H -0.99 1.53 -2.78
H -2.40 3.38 -3.61
H -1.34 5.47 -4.39
H 1.11 5.70 -4.35
H 2.51 3.86 -3.52
H 2.75 1.70 -2.61
H 1.53 0.52 -3.11
H 2.67 -1.87 0.76
H 2.72 -4.04 1.93

Orbital gap ... 9.4 eV
HOMO energy ... -9.08 eV
E_LUMO ... 0.3 eV
2S+1 ... 1

=====

Molecular formula: C3H3NO
Method: DFT, the ωB97M-V functional and the def2-TZVPD basis

Geometry (Å):
O 0.56 1.13 0.20
C -0.73 0.72 0.11
C -0.76 -0.62 0.03
N 0.52 -1.15 0.15
C 1.27 -0.11 0.12
H -1.58 1.40 0.12
H -1.53 -1.24 -0.38
H 2.25 -0.12 -0.34

Orbital gap ... 10.5 eV
HOMO energy ... -9.39 eV
E_LUMO ... 1.1 eV
2S+1 ... 1

=====

Molecular formula: C3H3N3O2
Method: DFT, the ωB97M-V functional and the def2-TZVPD basis

Geometry (Å):
C -0.01 -0.13 -0.13
C -1.31 -0.57 -0.12
C -1.61 -0.26 -1.50
H -1.76 -1.01 0.72
H -2.74 -0.03 -1.83
H -0.28 0.60 -2.96
N 0.80 0.03 1.15
N -0.48 0.43 -1.90
N 0.54 0.42 -1.03
O 0.28 -0.71 2.01
O 1.78 0.72 1.36

Orbital gap ... 10.6 eV
HOMO energy ... -10.42 eV
E_LUMO ... 0.2 eV
2S+1 ... 1

=====

Molecular formula: C4H11N2O
Method: DFT, the ωB97M-V functional and the def2-TZVPD basis

Geometry (Å):
C -1.99 -0.35 0.36
C 0.29 -0.73 -0.05
C 1.33 -1.84 -0.33
C 1.71 1.26 0.29
N -1.96 0.99 -0.38
N 0.59 0.50 0.04
O -0.86 -1.19 0.04
H -2.91 -0.86 -0.03
H 2.02 -1.50 -1.16
H 0.80 -2.68 -0.55
H 1.90 -2.13 0.57
H 1.56 2.14 -0.22
H 1.90 1.52 1.29
H 2.64 0.89 -0.12
H -2.18 1.80 0.14
H -0.26 1.01 -0.07
H -2.54 1.21 -1.21
H -2.03 -0.04 1.38

Net charge ... +1
Orbital gap ... 11.8 eV
HOMO energy ... -14.78 eV
E_LUMO ... -3.0 eV
2S+1 ... 1

=====

E for the records above, in order: -2900.717995, -4425.106126, -453.714212, -927.967221, -1380.694071, -1347.300672, -362.988120, -3254.598922, -1961.500802, -246.065970, -430.674451, -343.471423 a.u.
Maximum force for the records above, in order: 0.105, 0.036, 0.097, 0.046, 0.372, 0.040, 0.059, 0.016, 0.015, 0.034, 0.207, 0.122 hartree/bohr
Molar mass for the records above, in order: 456.1, 531.3, 108.1, 311.5, 351.6, 149.1, 103.1, 855.2, 500.6, 69.1, 113.1, 103.1 g/mol